(1)
Below is the molecule CH3F2N3, with properties calculated with ωB97M-V/def2-TZVPD.

Structure (ORCA input):
```
! wB97M-V def2-TZVPD RIJCOSX def2/J DEFGRID3
* xyz 0 1
C -0.1242 -0.0822 0.3807
N 0.5882 -0.8640 1.0052
N -1.2586 0.4650 0.4429
N 0.5780 0.4784 -1.1961
F -2.1864 -0.0490 1.4556
F 1.2337 -0.7107 -1.4900
H 1.5428 -0.9585 0.6550
H -1.8222 0.7215 -0.4111
H 1.4488 0.9995 -0.8423
*
```

For the LUMO energy, the calculation gives 0.23 eV. As for the structure (SMILES): N=C(NF)NF. The electronic energy comes out at -10984.895 eV.

These are the Löwdin partial charges, in e, on atoms 1 to 5: atom 1 (C): -0.44, atom 2 (N): 0.15, atom 3 (N): 0.09, atom 4 (N): 0.04, atom 5 (F): -0.04

(2)
Below is the molecule CH3F2NS, with properties calculated with ωB97M-V/def2-TZVPD.

Structure (ORCA input):
```
! wB97M-V def2-TZVPD RIJCOSX def2/J DEFGRID3
* xyz 0 1
C -1.1570 -0.0176 -0.1061
N 0.0466 0.2063 -0.9585
F 1.6460 -1.1419 0.5027
F 1.9919 1.0648 0.7705
S 1.4730 0.2070 -0.5223
H -1.8134 0.8586 -0.2277
H -0.8049 -0.1143 0.9169
H -1.3823 -1.0629 -0.3754
*
```

For the LUMO energy, the calculation gives 0.71 eV. The electronic energy comes out at -18844.410 eV.

These are the Löwdin partial charges, in e, on atoms 1 to 5: atom 1 (C): -0.14, atom 2 (N): -0.39, atom 3 (F): -0.37, atom 4 (F): -0.35, atom 5 (S): 1.02